Molecular formula: C4H16N2O2
Method: DFT, ωB97M-V/def2-TZVPD

Cartesian coordinates (Å):
H1 -2.59973 -1.95204 1.65103
H2 -1.08033 -2.15661 3.33187
H3 0.06618 0.59896 1.05530
C1 -2.55082 -1.01724 0.97382
N1 -0.15644 -2.07090 1.14635
O1 2.96812 0.29606 -0.89335
N2 -1.23743 1.16212 -0.40685
H4 -1.32164 -1.99968 -0.51865
H5 3.24149 0.41077 0.06837
C2 -1.12560 -1.25292 0.39006
H6 -0.38912 -3.14410 0.99858
C3 -0.17206 -1.74243 2.64370
H7 -2.61187 -0.12059 1.38595
O2 2.03114 3.92608 -3.40282
H8 0.61748 -2.25006 3.27641
H9 1.88151 2.92729 -3.42488
H10 -1.11005 1.45898 -1.33961
H11 -3.50154 -1.24200 0.45687
H12 -2.14245 0.91650 -0.43037
H13 0.39376 -0.40978 -0.64433
H14 -0.17723 -0.60074 2.74443
H15 2.22438 -0.23736 -0.90490
H16 1.17587 4.28540 -3.15513
C4 -0.30214 0.02914 0.09940

Computed properties:
- SMILES: CN[C@@H](C)CN.O.O
- LUMO energy: 0.678 eV
- E_HOMO: -9.27 eV
- Total charge: 0
- Maximum force: 6.4 eV/A
- Kohn-Sham gap: 9.947 eV

Molecular formula: C18H28N4O2
Method: DFT, ωB97M-V/def2-TZVPD

Cartesian coordinates (Å):
C1 -2.31067 -0.83225 -1.97710
H1 1.25028 -0.62276 3.02962
N1 1.17401 -0.16273 0.27439
C2 2.01701 0.92223 0.76520
H2 1.96093 0.98816 -2.01801
C3 0.60988 2.67014 -0.34646
C4 -3.11313 1.93166 0.45714
H3 1.52582 -3.19701 2.57240
H4 -0.34771 -0.05663 -2.03157
C5 -3.62177 -0.01822 1.48665
H5 1.59156 -1.20073 -2.36609
C6 1.30650 -1.86782 -1.55215
N2 -0.86145 -0.92158 -1.96328
C7 -0.20013 -2.02566 -1.53833
C8 2.59129 1.74096 -1.55458
H6 -3.64311 -2.60878 1.44339
H7 -2.53680 -2.78754 0.07167
H8 1.75364 -2.84920 -1.71960
H9 2.91807 -1.04217 -0.44070
H10 3.04750 0.58291 0.92275
C9 2.03382 2.13699 -0.18780
H11 2.63228 2.60762 -2.21086
H12 -3.98285 -0.49062 2.39194
H13 -3.06516 3.00988 0.53023
H14 -0.20829 -1.63625 3.01744
H15 -0.05032 1.87426 -0.67951
H16 1.64001 1.26863 1.73149
H17 -4.26293 -2.59227 -0.20769
C10 0.10682 -0.53318 1.18118
O1 -0.77001 -3.05017 -1.22075
N3 1.40124 -2.41061 1.95047
H18 -2.41440 1.82997 -1.56639
H19 0.23300 3.04732 0.60170
C11 -3.28167 -0.79537 0.38125
C12 1.88522 -1.33180 -0.21702
H20 2.55411 3.51467 1.40532
C13 2.01019 -2.51380 0.75474
C14 -2.74658 1.27180 -0.70316
H21 3.94468 2.86109 0.53846
H22 -0.44173 0.36115 1.48109
H23 0.58261 3.47987 -1.07205
H24 -2.68998 -1.85304 -2.02815
C15 2.92392 3.21999 0.42562
H25 -0.57895 -1.19575 0.65254
H26 2.94020 4.10071 -0.21186
H27 3.59769 1.33958 -1.45866
C16 -2.81513 -0.11611 -0.74813
C17 -3.43323 -2.28187 0.42801
O2 2.66229 -3.49390 0.45532
C18 0.62772 -1.28235 2.40873
N4 -3.53308 1.29767 1.53776
H28 -2.61323 -0.28713 -2.87659

Computed properties:
- SMILES: Cc1cnccc1CNC(=O)C[C@@H]1C(=O)NCCN1CC(C)(C)C
- LUMO energy: 0.580 eV
- E_HOMO: -8.61 eV
- Total charge: 0
- Maximum force: 0.6 eV/A
- Kohn-Sham gap: 9.189 eV

Molecular formula: C8H10N2O2
Method: DFT, ωB97M-V/def2-TZVPD

Cartesian coordinates (Å):
C1 1.70370 0.97292 0.02443
C2 0.77961 -0.98024 -0.77818
C3 2.66098 0.08400 0.64156
C4 1.59414 -1.89471 -0.42903
C5 -0.64683 0.79329 -1.16030
C6 -1.67142 0.98905 -0.03492
H1 -1.06663 0.11061 -1.99345
O1 -2.24112 -0.55246 1.77315
H2 3.38015 0.64724 1.21922
O2 -3.32825 -0.64549 -0.54314
N1 1.58037 2.21908 0.31808
H3 1.67728 -3.07033 -0.76108
C7 -2.29795 -0.11440 0.53442
H4 0.51957 2.51124 0.08615
H5 -1.17554 1.69144 0.77769
H6 3.24836 -1.94447 1.16521
H7 0.09522 -1.24435 -1.51186
H8 -3.90490 -1.39160 0.02060
C8 2.70891 -1.28008 0.40238
H9 -0.51515 1.73025 -1.45003
N2 0.66616 0.29377 -0.60354
H10 -2.41597 1.53470 -0.59660

Computed properties:
- SMILES: [H]/N=c1/ccccn1CCC(=O)O
- LUMO energy: 0.111 eV
- E_HOMO: -8.04 eV
- Total charge: 0
- Maximum force: 9.0 eV/A
- Kohn-Sham gap: 8.150 eV

Which value of maximum force does entry 1 give? 6.4 eV/A